Below is a cluster of 2 separate species, C3H5P in total in a non-equilibrium geometry, with properties calculated with ωB97M-V/def2-TZVPD.

```
9
C3H5P ωB97M-V/def2-TZVPD
C -1.49 -0.17 -0.71
C -1.24 -0.62 0.54
C -0.45 0.53 0.19
P 2.13 -0.36 -0.12
H -2.11 -0.56 -1.41
H -1.36 -1.33 1.27
H -0.51 1.52 0.49
H 2.34 0.47 0.99
H 2.69 0.51 -1.23
```

ΔE to the lowest compared entry with this formula, charge and spin: 4.095 eV
spin multiplicity: 1
orbital gap (spin up / spin down): 7.5 / 7.7 eV
highest occupied orbital energy (spin up / spin down): -7.5235 / -7.5687 eV
maximum force: 6.38 eV/A



Below is the molecule C3H5P in a non-equilibrium geometry, with properties calculated with ωB97M-V/def2-TZVPD.

```
9
C3H5P ωB97M-V/def2-TZVPD
C 0.72 -0.02 -0.55
C -1.12 -1.32 -0.70
C 0.69 0.93 0.59
P 0.48 -1.22 -1.65
H -1.01 -1.74 0.39
H -1.73 -0.30 -0.59
H 1.04 0.66 1.56
H -0.36 1.22 0.69
H 1.28 1.79 0.27
```

ΔE to the lowest compared entry with this formula, charge and spin: 2.697 eV
spin multiplicity: 1
SMILES: C=P#CC
orbital gap (spin up / spin down): 8.5 / 8.5 eV
highest occupied orbital energy (spin up / spin down): -8.0847 / -8.0897 eV
maximum force: 4.07 eV/A



Below is a cluster of 2 separate species, C3H5PS in total in a non-equilibrium geometry, with properties calculated with ωB97M-V/def2-TZVPD.

```
10
C3H5PS ωB97M-V/def2-TZVPD
C -0.15 0.09 -2.78
C 0.05 0.15 0.55
C 0.00 -0.28 1.99
P -0.76 -0.90 -0.56
S 0.80 1.59 0.15
H -0.36 -0.48 -3.66
H 0.46 0.97 -2.74
H -0.93 0.06 2.45
H 0.04 -1.36 2.08
H 0.83 0.16 2.54
```

ΔE to the lowest compared entry with this formula, charge and spin: 4.602 eV
spin multiplicity: 1
orbital gap (spin up / spin down): 6.4 / 8.3 eV
highest occupied orbital energy (spin up / spin down): -8.5406 / -8.6908 eV
maximum force: 3.76 eV/A



Below is the molecule C3H6 in a non-equilibrium geometry, with properties calculated with ωB97M-V/def2-TZVPD.

```
9
C3H6 ωB97M-V/def2-TZVPD
C -1.39 -0.14 0.04
C -0.25 0.57 0.04
C 1.10 -0.11 0.02
H -2.42 0.26 -0.03
H -1.46 -1.22 0.20
H -0.05 1.58 -0.29
H 1.46 -0.19 0.97
H 2.00 0.43 -0.57
H 0.99 -1.19 -0.38
```

ΔE to the lowest compared entry with this formula, charge and spin: 0.733 eV
spin multiplicity: 1
SMILES: C=CC
orbital gap: 10.9 eV
highest occupied orbital energy: -9.6481 eV
maximum force: 3.97 eV/A